This record from OMol25 describes a 5-piece molecular cluster, C27H43N5O4P overall in a non-equilibrium geometry. The level of theory is ωB97M-V/def2-TZVPD.

Atoms and positions in Å:
C  5.207  0.261  3.138
C  4.429  -0.424  1.912
N  4.043  0.624  0.894
C  2.945  1.454  1.477
C  2.167  2.381  0.438
P  0.948  3.452  1.491
O  0.125  4.169  0.137
C  -1.065  3.339  -0.058
C  -1.020  1.883  0.678
C  -2.387  1.374  1.318
C  -2.040  -0.128  2.046
C  -1.755  -1.370  0.952
O  -3.066  -1.207  1.832
O  -0.167  2.128  1.844
C  3.653  -0.050  -0.348
C  2.275  -0.796  -0.616
O  4.506  -0.080  -1.277
H  5.642  1.254  2.759
H  4.408  0.568  3.905
H  6.012  -0.401  3.595
H  3.468  -0.954  2.244
H  5.118  -1.188  1.422
H  3.447  2.169  2.226
H  2.186  0.858  2.104
H  2.909  3.103  -0.029
H  1.584  1.822  -0.362
H  1.852  4.586  1.575
H  1.571  3.084  2.768
H  0.054  4.253  2.336
H  -0.962  3.063  -1.166
H  -2.006  3.912  0.248
H  -0.491  1.083  0.044
H  -3.193  1.100  0.563
H  -2.774  2.020  2.171
H  -1.398  -0.118  3.045
H  -0.877  -1.755  1.553
H  -1.707  -0.661  0.068
H  1.513  -0.133  -1.166
H  2.496  -1.649  -1.353
H  1.762  -1.204  0.312
N  1.333  -3.178  -4.607
C  2.653  -3.360  -4.294
C  2.884  -4.710  -4.201
C  1.659  -5.368  -4.475
C  0.721  -4.397  -4.725
H  0.883  -2.286  -4.732
H  3.312  -2.515  -4.162
H  3.830  -5.174  -3.964
H  1.484  -6.433  -4.489
H  -0.327  -4.468  -4.973
N  3.284  -3.701  0.076
C  2.971  -4.616  -0.891
C  2.868  -5.848  -0.292
C  3.124  -5.667  1.091
C  3.375  -4.331  1.288
H  3.426  -2.715  -0.080
H  2.850  -4.312  -1.920
H  2.634  -6.775  -0.793
H  3.124  -6.429  1.856
H  3.610  -3.776  2.184
N  -3.574  4.482  -3.589
C  -3.441  5.006  -2.331
C  -2.506  6.008  -2.385
C  -2.061  6.098  -3.728
C  -2.739  5.146  -4.448
H  -4.189  3.728  -3.843
H  -4.022  4.619  -1.507
H  -2.178  6.611  -1.552
H  -1.326  6.783  -4.123
H  -2.699  4.883  -5.494
N  -6.420  -0.882  3.924
C  -6.035  -0.944  2.612
C  -7.043  -0.407  1.849
C  -8.073  0.000  2.736
C  -7.659  -0.303  4.009
H  -5.876  -1.210  4.704
H  -5.079  -1.366  2.334
H  -7.040  -0.316  0.774
H  -9.011  0.464  2.471
H  -8.137  -0.159  4.966

**Kohn-Sham gap**: 6.6 eV
**Strongest force on any atom**: 0.1195 Eh/bohr
**Charge**: -1
**DFT total energy**: -53618.3848 eV
**2S+1**: 1